[1]
{
  "formula": "C39H66BHgN6O3S4Si",
  "method": "the ωB97M-V functional and the def2-TZVPD basis",
  "symbols": ["Hg", "C", "C", "C", "C", "N", "N", "B", "N", "N", "C", "C", "C", "C", "C", "S", "C", "C", "C", "C", "N", "N", "C", "C", "C", "C", "C", "S", "C", "C", "C", "C", "C", "S", "C", "C", "C", "C", "H", "H", "H", "H", "H", "H", "H", "H", "H", "H", "H", "H", "H", "H", "H", "H", "H", "H", "H", "H", "H", "H", "H", "H", "H", "H", "H", "H", "H", "H", "H", "H", "H", "H", "H", "H", "H", "H", "H", "C", "C", "C", "C", "O", "Si", "S", "O", "C", "C", "C", "C", "O", "C", "C", "C", "C", "H", "H", "H", "H", "H", "H", "H", "H", "H", "H", "H", "H", "H", "H", "H", "H", "H", "H", "H", "H", "H", "H", "H", "H", "H", "H", "H"],
  "coordinates": [[-1.48, 0.84, 1.44], [-1.75, -0.81, 6.73], [-0.55, -0.62, 5.87], [0.70, -0.50, 6.36], [1.81, -0.32, 5.49], [1.64, -0.29, 4.21], [0.41, -0.40, 3.71], [0.34, -0.47, 2.18], [0.14, -1.91, 1.73], [0.50, -2.83, 2.63], [0.43, -4.09, 2.33], [-0.01, -4.50, 1.05], [-0.37, -3.58, 0.12], [-0.83, -3.95, -1.25], [-0.30, -2.20, 0.49], [-0.73, -0.95, -0.58], [0.87, -5.04, 3.44], [2.35, -4.77, 3.74], [0.04, -4.73, 4.70], [0.68, -6.50, 3.05], [1.58, 0.15, 1.55], [2.43, -0.71, 0.96], [3.53, -0.27, 0.47], [3.89, 1.11, 0.58], [3.05, 1.98, 1.18], [3.36, 3.44, 1.33], [1.80, 1.48, 1.67], [0.61, 2.47, 2.34], [4.44, -1.27, -0.23], [3.82, -2.66, -0.22], [4.64, -0.82, -1.69], [5.79, -1.31, 0.49], [-0.71, -0.55, 4.44], [-2.22, -0.65, 3.68], [3.23, -0.17, 6.02], [4.22, 0.05, 4.88], [3.61, -1.45, 6.79], [3.27, 1.03, 6.97], [-1.47, -0.83, 7.78], [-2.25, -1.75, 6.48], [-2.48, -0.02, 6.56], [0.86, -0.55, 7.43], [-0.05, -5.55, 0.80], [-0.86, -5.03, -1.37], [-0.18, -3.52, -2.01], [-1.83, -3.54, -1.44], [2.50, -3.73, 4.02], [2.97, -4.99, 2.87], [2.68, -5.41, 4.57], [0.18, -3.70, 5.01], [0.34, -5.39, 5.51], [-1.03, -4.89, 4.51], [1.28, -6.77, 2.18], [-0.37, -6.73, 2.83], [0.99, -7.14, 3.88], [4.83, 1.45, 0.17], [4.32, 3.67, 0.88], [3.38, 3.71, 2.39], [2.58, 4.05, 0.87], [2.86, -2.67, -0.73], [3.66, -3.01, 0.80], [4.49, -3.36, -0.73], [3.68, -0.77, -2.21], [5.29, -1.52, -2.21], [5.10, 0.17, -1.75], [5.67, -1.61, 1.53], [6.29, -0.33, 0.48], [6.46, -2.02, 0.00], [4.21, -0.79, 4.18], [5.22, 0.15, 5.29], [3.97, 0.95, 4.32], [3.57, -2.32, 6.13], [2.93, -1.63, 7.63], [4.62, -1.36, 7.18], [2.99, 1.95, 6.44], [4.28, 1.16, 7.36], [2.60, 0.91, 7.82], [-0.86, 6.02, 0.90], [-2.29, 5.66, 1.31], [-2.29, 4.83, 2.58], [-3.11, 6.93, 1.50], [-2.92, 4.96, 0.23], [-2.77, 3.46, -0.42], [-3.55, 1.94, 0.79], [-3.57, 3.58, -1.85], [-4.84, 4.16, -2.18], [-5.32, 3.40, -3.41], [-5.82, 3.99, -1.03], [-4.63, 5.63, -2.51], [-1.20, 3.14, -0.77], [-0.49, 2.98, -2.00], [-0.42, 4.33, -2.70], [0.90, 2.51, -1.62], [-1.17, 1.94, -2.90], [-0.38, 6.62, 1.67], [-0.87, 6.59, -0.03], [-0.28, 5.11, 0.74], [-1.86, 5.41, 3.41], [-1.70, 3.93, 2.45], [-3.30, 4.53, 2.85], [-2.69, 7.55, 2.30], [-4.14, 6.67, 1.77], [-3.13, 7.51, 0.58], [-5.44, 2.34, -3.18], [-4.60, 3.50, -4.22], [-6.28, 3.79, -3.75], [-5.95, 2.93, -0.78], [-6.79, 4.40, -1.31], [-5.47, 4.51, -0.14], [-3.91, 5.74, -3.32], [-4.24, 6.15, -1.63], [-5.57, 6.09, -2.81], [0.09, 5.06, -2.07], [-1.43, 4.70, -2.91], [0.12, 4.25, -3.65], [1.34, 3.21, -0.90], [1.55, 2.44, -2.50], [0.85, 1.52, -1.15], [-2.12, 2.32, -3.27], [-1.36, 1.03, -2.33], [-0.52, 1.70, -3.74]],
  "gap_ev": [6.39, 6.36],
  "charge": 0,
  "e_homo_ev": [-6.557, -7.686],
  "fmax_ev_per_a": 0.16,
  "spin_multiplicity": 2,
  "lumo_energy_ev": [-0.2, -1.3],
  "molar_mass_g_mol": 1034.8,
  "s_squared": 0.759
}



[2]
{
  "formula": "C39H66FNO8P2S",
  "method": "the ωB97M-V functional and the def2-TZVPD basis",
  "symbols": ["C", "C", "C", "C", "C", "F", "C", "C", "C", "C", "C", "O", "C", "N", "C", "P", "O", "O", "O", "C", "O", "C", "C", "C", "C", "C", "C", "O", "O", "C", "P", "S", "C", "O", "H", "H", "H", "H", "H", "H", "H", "H", "H", "H", "H", "H", "H", "H", "H", "H", "H", "H", "H", "H", "H", "H", "H", "H", "C", "C", "C", "C", "C", "C", "H", "H", "H", "H", "H", "H", "H", "H", "H", "H", "H", "H", "H", "H", "C", "C", "C", "C", "C", "C", "H", "H", "H", "H", "H", "H", "H", "H", "H", "H", "H", "H", "H", "H", "C", "C", "C", "C", "C", "C", "H", "H", "H", "H", "H", "H", "H", "H", "H", "H", "H", "H", "H", "H"],
  "coordinates": [[3.09, -1.34, 0.85], [2.88, 0.22, 0.85], [2.35, 0.84, 2.09], [1.96, -0.01, 3.34], [0.74, -0.96, 2.92], [3.04, -0.72, 3.90], [2.19, 2.30, 2.10], [2.51, 3.13, 0.92], [3.01, 2.51, -0.32], [3.29, 3.41, -1.57], [4.84, 3.58, -1.88], [4.93, 3.56, -3.34], [5.41, 4.99, -1.44], [6.31, 4.89, -0.24], [3.21, 1.03, -0.35], [3.81, 0.09, -1.83], [5.23, -0.32, -1.63], [3.77, 0.94, -3.26], [2.91, -1.33, -2.12], [2.25, 4.67, 1.04], [3.01, 5.51, 0.63], [0.92, 5.03, 1.79], [0.60, 4.20, 2.97], [-0.63, 4.40, 3.74], [-1.55, 5.44, 3.29], [-1.23, 6.27, 2.11], [-2.26, 7.36, 1.67], [-3.56, 6.71, 1.58], [-3.40, 5.73, 0.62], [0.01, 6.09, 1.34], [0.48, 7.09, -0.16], [1.38, 8.71, 0.48], [1.64, 3.08, 3.34], [1.98, 2.89, 4.48], [2.11, -1.79, 0.52], [3.40, -1.73, 1.85], [3.86, -1.67, 0.11], [1.54, 0.63, 4.17], [1.05, -2.03, 2.82], [-0.04, -0.89, 3.72], [0.28, -0.52, 1.99], [2.73, 2.99, -2.45], [2.89, 4.45, -1.44], [5.47, 2.75, -1.46], [5.72, 3.06, -3.60], [4.60, 5.75, -1.30], [6.07, 5.38, -2.27], [6.36, 5.83, 0.16], [7.24, 4.68, -0.60], [2.83, 1.05, -3.50], [2.02, -1.02, -2.40], [-0.86, 3.75, 4.63], [-2.52, 5.65, 3.79], [-2.32, 8.22, 2.37], [-2.01, 7.67, 0.62], [-3.75, 4.89, 0.97], [-0.69, 7.43, -0.90], [1.39, 6.35, -0.97], [-1.00, -1.54, -1.33], [-2.21, -1.82, -2.22], [-2.41, -3.30, -2.53], [-1.27, -3.97, -3.30], [-0.93, -3.33, -4.65], [-2.09, -3.39, -5.65], [-0.07, -1.84, -1.81], [-0.93, -0.47, -1.12], [-1.09, -2.07, -0.38], [-2.12, -1.24, -3.15], [-3.10, -1.44, -1.71], [-3.35, -3.42, -3.08], [-2.55, -3.84, -1.58], [-1.53, -5.02, -3.46], [-0.36, -3.98, -2.68], [-0.08, -3.86, -5.08], [-0.62, -2.29, -4.51], [-2.39, -4.42, -5.83], [-1.78, -2.95, -6.60], [-2.95, -2.83, -5.29], [-2.94, -7.45, -4.78], [-3.83, -7.86, -5.95], [-3.43, -9.21, -6.56], [-2.03, -9.26, -7.17], [-1.76, -8.23, -8.26], [-2.65, -8.40, -9.49], [-1.90, -7.31, -5.08], [-3.29, -6.51, -4.35], [-2.97, -8.21, -3.98], [-3.82, -7.08, -6.71], [-4.86, -7.93, -5.59], [-4.17, -9.48, -7.32], [-3.50, -9.98, -5.79], [-1.87, -10.27, -7.58], [-1.28, -9.14, -6.38], [-0.71, -8.33, -8.58], [-1.86, -7.22, -7.87], [-2.53, -9.39, -9.92], [-2.39, -7.66, -10.25], [-3.70, -8.25, -9.24], [-2.99, 3.77, 9.11], [-2.61, 2.31, 9.36], [-1.15, 2.13, 9.78], [-0.11, 2.57, 8.74], [-0.22, 1.89, 7.38], [0.00, 0.38, 7.44], [-2.42, 4.20, 8.29], [-4.05, 3.84, 8.85], [-2.82, 4.37, 10.01], [-2.83, 1.72, 8.46], [-3.25, 1.91, 10.15], [-0.99, 1.08, 10.03], [-0.98, 2.69, 10.70], [0.88, 2.39, 9.16], [-0.18, 3.66, 8.60], [0.53, 2.32, 6.72], [-1.19, 2.10, 6.92], [0.98, 0.15, 7.86], [-0.05, -0.05, 6.43], [-0.76, -0.11, 8.05]],
  "smiles": "Cc1c([C@@H](C)F)c2c(c(C[C@@H](O)CN)c1P(=O)(O)O)C(=O)c1c(ccc(COO)c1[PH2]=S)C2=O.CCCCCC.CCCCCC.CCCCCC",
  "gap_ev": 7.31,
  "charge": 0,
  "e_homo_ev": -8.603,
  "fmax_ev_per_a": 3.50,
  "lumo_energy_ev": -1.3,
  "molar_mass_g_mol": 790.0
}